[1]
A cluster of 14 separate species, C21H70N6O14 in total in a non-equilibrium geometry, computed with the ωB97M-V functional and the def2-TZVPD basis.

Positions of all 111 atoms, in Å:
C 5.34546 -1.18425 0.06840
C 4.49559 -1.57282 -1.18921
O 4.91498 -0.92591 -2.39050
H 5.67485 -0.16611 -0.01624
H 6.29046 -1.63944 0.25733
H 4.73484 -1.10306 1.02240
H 3.45583 -1.23980 -0.99585
H 4.30342 -2.61628 -1.40360
H 4.44480 -1.49770 -3.03972
C 3.54259 1.62847 2.76141
C 2.71947 1.16102 1.54571
O 1.90198 2.19947 1.29212
H 4.26544 0.86252 3.02549
H 2.83621 1.82626 3.53668
H 4.11817 2.56749 2.53068
H 2.01093 0.30501 1.86450
H 3.23781 0.71817 0.64602
H 1.18233 1.98709 0.77621
C -3.40004 -0.91232 2.12938
C -4.67730 -0.30599 2.85849
O -4.33341 1.03083 3.04213
H -3.45773 -0.61584 1.12432
H -3.61527 -1.97455 2.07289
H -2.49269 -0.70403 2.61042
H -4.94841 -0.85168 3.77496
H -5.53681 -0.44745 2.20893
H -5.00215 1.43538 3.63601
C -3.52993 3.28242 -0.40745
C -4.58978 3.48874 0.66474
O -5.20627 2.18256 0.71404
H -3.03290 4.06606 -0.82628
H -4.03274 2.70216 -1.18412
H -2.80747 2.60137 0.00932
H -5.20889 4.34956 0.32095
H -4.19223 3.74759 1.62762
H -4.63327 1.60663 1.19340
C -0.47950 -2.68208 5.06398
C -0.11293 -2.49656 3.64455
O -0.08604 -1.09803 3.40725
H -0.65647 -3.71742 5.22117
H -1.52687 -2.53283 5.29155
H 0.22161 -2.21278 5.79271
H -0.76533 -2.94843 2.84354
H 0.87627 -2.90684 3.45562
H 0.40570 -0.67645 4.11995
C 0.00516 4.86455 -0.21802
C -0.51698 5.39290 -1.64097
O -0.24964 4.36522 -2.53872
H 0.08869 5.75923 0.49462
H 1.06420 4.43894 -0.31047
H -0.56574 4.02562 0.08815
H 0.01756 6.33429 -1.86512
H -1.61398 5.69119 -1.71196
H -0.69545 4.54660 -3.41149
C -1.75048 -0.13654 -3.67576
C -2.41928 1.05368 -3.04180
O -3.40322 1.61731 -3.92218
H -1.15851 0.06480 -4.55327
H -2.32026 -0.99143 -3.97500
H -1.01779 -0.40988 -3.00801
H -1.73385 1.93582 -2.97075
H -2.66272 0.84605 -2.01201
H -4.04507 0.87090 -4.08946
C -1.86914 -3.10482 -1.60672
O -2.69266 -3.93080 -2.31968
N -2.09752 -2.39503 -0.54237
N -0.66166 -2.93395 -2.00529
H -3.00512 -2.38545 -0.08547
H -1.43987 -1.75615 -0.09673
H -0.52652 -3.43358 -2.87647
H 0.10787 -2.44271 -1.55146
C 2.66206 1.94654 -2.20729
O 1.87794 1.29146 -3.14027
N 3.87287 1.50596 -1.89314
N 2.44210 3.20500 -1.79444
H 4.16167 0.51414 -2.20137
H 4.34702 1.94845 -1.09743
H 1.56757 3.63985 -2.09153
H 3.05292 3.75652 -1.10694
C 0.36523 -0.08647 -0.48136
O 0.99894 -0.67360 -1.48898
N 0.00524 1.13463 -0.42870
N 0.08959 -0.83606 0.52433
H 0.10836 1.69688 -1.26761
H -0.60522 1.50247 0.34622
H 0.67191 -1.65234 0.33026
H -0.08293 -0.63886 1.53761
C -0.41820 -5.60294 -0.00510
O -0.54892 -4.40905 0.72506
H -1.08365 -6.32126 0.46299
H 0.56431 -6.01038 0.23347
H -0.65203 -5.69572 -1.09127
H -1.19058 -3.82347 0.28394
C -0.97269 2.02107 2.92905
O -1.43886 1.61644 1.66391
H -1.64692 2.54839 3.50942
H -0.19727 2.85385 2.81104
H -0.50491 1.18754 3.48419
H -2.17904 1.07458 1.91226
C 2.60593 -4.02101 0.91435
O 1.65879 -3.00231 0.53315
H 2.53993 -4.38277 1.98566
H 3.72653 -3.65806 0.84572
H 2.48308 -4.68632 0.06393
H 0.81515 -3.40840 0.72933
C 2.41938 -1.18751 -4.78442
O 1.73134 -1.72361 -3.75021
H 2.75462 -2.04093 -5.43862
H 3.30780 -0.69762 -4.40688
H 1.70904 -0.48712 -5.27702
H 1.48954 -1.00489 -3.12879

Forces on atoms 1 to 3 (eV/Å):
C -1.437 0.594 0.141
C -1.145 0.734 1.787
O -0.019 -1.492 -0.576



[2]
A cluster of 14 separate species, C21H70N6O14 in total in a non-equilibrium geometry, computed with the ωB97M-V functional and the def2-TZVPD basis.

Positions of all 111 atoms, in Å:
C 9.25800 11.26800 -1.78300
C 8.81800 11.89100 -0.41700
O 9.82600 11.58800 0.52300
H 8.85200 11.66800 -2.68700
H 9.02000 10.24400 -1.75800
H 10.32400 11.30200 -1.89200
H 7.84900 11.54600 -0.11200
H 8.80800 12.96000 -0.43300
H 9.56200 11.99400 1.34800
C 8.29800 18.46300 -7.67900
C 9.03300 17.93000 -6.42000
O 9.41500 16.68400 -6.83100
H 7.68500 17.69400 -8.18300
H 9.08900 18.84100 -8.35700
H 7.67800 19.33700 -7.45100
H 8.43100 17.87700 -5.47700
H 9.82700 18.65100 -6.19000
H 9.54800 16.08200 -6.07300
C 6.27500 14.21100 -3.00500
C 6.65100 14.36400 -1.58800
O 6.11200 13.30400 -0.88100
H 6.80500 14.93900 -3.57200
H 5.23200 14.27900 -3.10400
H 6.56500 13.29700 -3.49900
H 6.37900 15.25000 -1.10000
H 7.71400 14.37400 -1.46500
H 5.89000 13.65400 0.04500
C 9.15900 17.31800 -1.04400
C 8.00800 17.90500 -1.86000
O 8.09200 17.32000 -3.11900
H 8.93300 16.30700 -0.84100
H 9.35200 17.83500 -0.08700
H 10.14500 17.39700 -1.64300
H 8.13700 18.96200 -1.88200
H 6.98100 17.67200 -1.39900
H 7.48200 17.84200 -3.65000
C 13.20200 10.31400 -5.03400
C 12.78900 8.98200 -5.60100
O 13.92200 8.17600 -6.08900
H 13.93500 10.26500 -4.27100
H 12.23400 10.67000 -4.59800
H 13.40300 10.96400 -5.85000
H 12.05700 9.02900 -6.45200
H 12.29900 8.35800 -4.78200
H 14.57000 8.85200 -6.22500
C 11.65500 12.43200 -7.19500
C 10.69900 13.42800 -7.86800
O 9.45100 12.84200 -7.61000
H 12.68600 12.63000 -7.50600
H 11.47200 11.35200 -7.36900
H 11.54000 12.50600 -6.10600
H 10.98500 13.56800 -8.90800
H 10.75000 14.40300 -7.45000
H 8.79200 13.34300 -8.10600
C 9.04100 8.95400 -4.84100
C 9.19800 10.34800 -5.35200
O 9.26800 10.30400 -6.73500
H 9.90400 8.27800 -4.88000
H 8.18500 8.48800 -5.28100
H 8.95400 8.99300 -3.76000
H 10.11200 10.82200 -5.02600
H 8.36900 10.98100 -5.06900
H 9.45500 11.19700 -7.03500
C 9.88700 14.14400 -4.08100
O 10.69200 13.05100 -3.91000
N 9.73900 15.04100 -3.18500
N 9.30000 14.36800 -5.18300
H 10.36600 15.04400 -2.35300
H 9.06200 15.84700 -3.25200
H 9.61700 13.64400 -5.85700
H 8.31300 14.55100 -5.30600
C 13.23600 11.17200 -1.33500
O 14.24000 10.23700 -1.69100
N 12.79600 12.10200 -2.14700
N 12.70400 11.18700 -0.17000
H 13.27600 12.13700 -3.04200
H 12.09900 12.83300 -1.98800
H 12.93800 10.43400 0.42000
H 11.83600 11.77200 0.01900
C 5.75800 16.11000 -5.87000
O 5.93300 17.48600 -5.62600
N 4.63500 15.47400 -5.52200
N 6.67200 15.42100 -6.49200
H 3.97200 15.96300 -4.82900
H 4.50200 14.47300 -5.53600
H 7.45000 15.98900 -6.77600
H 6.71300 14.47300 -6.70200
C 13.37000 14.39200 -4.53400
O 14.39000 13.45700 -4.37000
H 12.83700 14.55200 -3.55400
H 12.70400 14.06800 -5.36000
H 13.78000 15.35400 -4.74000
H 14.99800 13.63300 -5.10700
C 11.72700 17.39200 -3.94300
O 11.99700 18.46500 -4.87900
H 11.73500 16.43100 -4.41100
H 10.68800 17.60100 -3.64800
H 12.39100 17.35900 -3.07000
H 12.85600 18.28800 -5.21800
C 6.37200 11.94900 -7.50600
O 6.73900 12.57200 -6.33300
H 5.57700 12.40200 -8.02600
H 6.06400 10.84200 -7.40800
H 7.22900 11.94100 -8.13400
H 6.24600 12.11600 -5.63800
C 12.37800 15.21600 -0.65000
O 11.18800 14.44500 -0.94700
H 12.87500 14.85900 0.25600
H 12.08400 16.27000 -0.66300
H 13.00100 15.01300 -1.54800
H 10.76300 14.40500 -0.10000

Forces on atoms 1 to 3 (eV/Å):
C -0.131 0.674 1.592
C 0.839 -0.118 -1.822
O 0.578 -0.598 0.670



For the records above, the corresponding HOMO energy values read -8.457, -8.089 eV.
For the records above, the corresponding energy relative to the best compared isomer or geometry (same formula, charge and spin) values read 1.9339, 0.9050 eV.
For the records above, the corresponding gap between HOMO and LUMO values read 0.312, 0.290 Ha.